1.
{"formula": "C17H24N4O", "method": "wB97M-V/def2-TZVPD", "symbols": ["O", "N", "N", "N", "N", "C", "C", "C", "C", "C", "C", "C", "C", "C", "C", "C", "C", "C", "C", "C", "C", "C", "H", "H", "H", "H", "H", "H", "H", "H", "H", "H", "H", "H", "H", "H", "H", "H", "H", "H", "H", "H", "H", "H", "H", "H"], "xyz": [[1.38, 0.98, -1.83], [-2.23, -1.96, 3.00], [2.00, 2.61, -0.19], [0.10, -3.29, -0.79], [-2.23, -1.53, -1.14], [3.85, 2.49, -3.01], [-2.50, -1.84, 1.69], [2.51, 3.10, -2.48], [1.98, 1.93, 3.55], [0.59, 1.32, 1.23], [-1.56, -2.19, -2.26], [2.38, 2.45, 2.29], [-1.37, -1.05, 3.42], [-0.90, -3.45, -1.73], [1.67, 2.08, 1.08], [1.73, 2.18, -1.52], [0.82, 1.07, 3.60], [-3.64, -1.23, -1.36], [-0.94, -0.30, 2.34], [-1.62, -0.55, -0.31], [-1.67, -0.93, 1.15], [0.13, 0.70, 2.42], [3.22, 3.13, 2.31], [-3.82, -0.49, -2.07], [4.33, 1.88, -2.29], [2.70, 1.99, 4.40], [0.03, -2.25, -0.48], [-3.21, -2.45, 1.24], [4.55, 3.28, -3.21], [-0.94, -0.85, 4.35], [-0.56, -0.57, -0.60], [3.81, 1.96, -3.95], [-0.81, -1.60, -2.78], [-4.20, -2.07, -1.83], [0.07, -3.87, 0.06], [2.76, 4.12, -2.01], [-1.61, -4.14, -1.19], [2.56, 3.47, -0.13], [-2.82, -2.51, 3.64], [-1.99, 0.48, -0.58], [0.60, 0.77, 4.64], [-4.12, -0.97, -0.38], [-0.17, 1.32, 0.45], [1.83, 3.35, -3.36], [-2.23, -2.57, -2.94], [-0.44, -4.03, -2.45]], "mulliken_charge": [-0.6048, -0.0846, -0.0990, -0.5725, 0.7004, -1.1962, -1.1504, -0.3291, -0.8966, 0.4595, -0.7940, -0.5803, -1.2855, -0.5623, -0.0815, 0.4360, -0.4739, -1.2417, -0.0910, -1.7670, 1.4560, 0.6679, 0.3413, 0.4106, 0.3696, 0.2846, 0.0803, 0.5946, 0.3611, 0.4807, 0.5892, 0.3046, 0.1908, 0.3578, 0.2811, 0.1975, 0.2155, 0.2478, 0.2754, 0.2609, 0.2311, 0.3778, 0.3471, 0.2892, 0.5149, 0.4870], "orbital_gap_ev": 8.39, "smiles": "CCC(=O)Nc1cccc(-c2c[nH]cc2CN(C)CCN)c1", "e_lumo_ev": 0.74, "relative_energy_ev": 1.459, "total_energy_ev": -26023.2750}



2.
{"formula": "C3H9NO2P", "method": "wB97M-V/def2-TZVPD", "symbols": ["P", "O", "O", "N", "C", "C", "C", "H", "H", "H", "H", "H", "H", "H", "H", "H"], "xyz": [[-2.73, -0.07, 0.35], [-0.72, 1.11, -0.47], [-2.89, 1.11, 1.25], [-1.28, -0.24, -0.41], [0.63, 0.97, -0.78], [1.83, -1.10, 0.07], [1.39, 0.33, 0.40], [2.01, -1.21, -1.00], [2.26, 0.93, 0.70], [2.74, -1.41, 0.59], [-2.94, -1.27, 1.08], [0.71, 0.33, 1.24], [0.69, 0.33, -1.67], [-3.75, -0.01, -0.64], [1.02, -1.76, 0.34], [1.01, 1.96, -1.04]], "mulliken_charge": [0.3841, -0.1946, -0.6725, -0.6335, -0.4019, -1.0696, -0.4341, 0.2934, 0.3694, 0.3325, -0.0168, 0.2638, 0.2877, -0.0259, 0.2748, 0.2432], "orbital_gap_ev": 6.76, "smiles": "CCCON=[PH2][O-]", "e_lumo_ev": 4.15, "relative_energy_ev": 3.843, "total_energy_ev": -18129.7654, "total_charge": -1}



3.
{"formula": "H2OS2", "method": "wB97M-V/def2-TZVPD", "symbols": ["S", "S", "O", "H", "H"], "xyz": [[-1.16, 0.18, 0.48], [1.02, -0.03, -0.69], [1.68, 0.89, -1.67], [-1.64, -0.97, 0.97], [0.09, -0.07, 0.91]], "mulliken_charge": [-0.2821, 0.1996, -0.3838, 0.2022, 0.2641], "orbital_gap_ev": 6.66, "e_lumo_ev": -1.56, "relative_energy_ev": 2.708, "total_energy_ev": -23746.9383}